ORCA calculation (ωB97M-V with the def2-TZVPD basis set) on 2 unconnected molecules or ions with the total composition C10H16O at a distorted geometry.

- total energy (Ha) = -465.8341
- structure (SMILES) = Cc1ccc(O)cc1.CCC
- ΔE to the lowest compared entry with this formula, charge and spin (kJ/mol) = 167.19
- 2S+1 = 1

Geometry as XYZ:
```
27
Properties=species:S:1:pos:R:3:forces:R:3
C -2.947402 0.497246 1.000226 -0.414 0.571 1.502
C -1.797972 -0.254137 0.470110 0.920 -0.451 -1.378
C -0.598353 -0.441636 1.189438 -2.144 -0.097 0.192
C 0.346475 -1.310565 0.702185 -0.110 -1.292 -0.403
C -0.005689 -2.123066 -0.391969 1.781 0.933 -0.744
O 0.807219 -3.154103 -0.747814 -0.039 -0.587 -0.675
C -0.953454 -1.725214 -1.323659 -1.829 -0.136 2.117
C -1.911590 -0.807765 -0.815594 2.011 -0.104 -0.503
H -2.710179 0.968884 1.964509 0.107 -0.070 -0.159
H -3.761056 -0.193975 1.237002 -0.160 0.171 -0.271
H -3.299320 1.308494 0.372746 -0.147 -0.084 -0.369
H -0.686108 -0.042676 2.198919 1.030 0.200 -0.152
H 1.335108 -1.530877 1.098641 -0.304 0.260 0.586
H 1.443048 -3.420055 -0.081820 -0.074 0.291 0.344
H -1.197071 -2.346550 -2.179348 0.414 0.347 -0.190
H -2.570393 -0.412192 -1.558389 -1.077 0.003 0.095
C 1.965691 1.947502 1.034460 0.331 -0.073 0.280
C 2.365245 2.226991 -0.399208 -0.241 0.471 -0.253
C 1.847199 3.552840 -0.885566 -2.102 0.698 -0.605
H 2.198012 2.841555 1.619616 0.145 -0.192 0.208
H 2.473747 1.074977 1.462984 0.118 0.249 -0.090
H 0.917002 1.755890 1.175774 -0.590 0.031 -0.237
H 3.437830 2.349613 -0.446721 0.495 -0.691 -0.103
H 1.982307 1.501776 -1.120663 0.485 -0.446 0.265
H 0.780586 3.495548 -1.193453 0.141 -0.196 0.712
H 1.885372 4.344542 -0.124971 0.363 -0.038 -0.373
H 2.227292 3.856069 -1.857759 0.886 0.233 0.204
```
Forces are in eV/Å.



ORCA calculation (ωB97M-V with the def2-TZVPD basis set) on a molecular structure, C30H43Cl4GeIN4O2RhSSi3 at a distorted geometry.

- total energy (Ha) = -7131.1042
- ⟨S²⟩ = 0.810
- ΔE to the lowest compared entry with this formula, charge and spin (kJ/mol) = 308.28
- 2S+1 = 2

Geometry as XYZ:
```
90
Properties=species:S:1:pos:R:3:forces:R:3
Rh 0.620725 1.110483 0.739681 1.041 0.802 -0.148
Cl 4.347091 5.706893 -2.684490 0.015 0.005 -0.003
C 3.884562 4.509468 -1.553527 -0.200 -0.013 -0.157
C 4.752648 4.227847 -0.439711 0.072 -0.024 0.095
Cl 6.237157 5.070937 -0.313955 -0.023 0.002 -0.012
C 4.405215 3.320269 0.516957 -0.023 0.027 -0.054
Cl 5.379882 2.974535 1.877623 0.031 -0.003 0.030
C 3.160335 2.619081 0.403166 0.071 0.076 -0.130
O 2.709776 1.854721 1.287450 -0.480 -0.262 -0.181
C 2.357436 2.824511 -0.787652 -0.229 -0.359 0.287
O 1.327808 2.076431 -0.912643 -0.138 -0.179 0.297
C 2.701509 3.838839 -1.716705 0.252 0.266 -0.069
Cl 1.622439 4.168938 -3.000550 0.020 -0.007 0.000
N 1.291319 -1.978262 3.664195 -0.024 0.023 -0.017
C 0.610535 -1.097661 2.905353 0.015 -0.100 -0.038
N 1.352396 -0.574610 1.960065 -0.390 0.204 0.026
C 2.623888 -1.122928 2.123150 0.123 0.053 -0.038
C 3.809332 -0.903777 1.427902 0.032 -0.036 -0.054
C 4.919893 -1.622822 1.814851 -0.010 0.001 -0.009
C 4.869914 -2.537995 2.878073 -0.009 -0.009 0.018
C 3.706827 -2.752373 3.588186 0.020 -0.010 0.008
C 2.591552 -2.023341 3.190086 -0.012 0.024 -0.016
H 0.906062 -2.491826 4.437498 0.011 -0.012 0.002
H -0.428913 -0.868813 3.065110 0.036 0.016 0.005
H 3.853652 -0.192561 0.618155 -0.001 -0.025 0.034
H 5.856307 -1.473623 1.293233 -0.009 0.001 0.005
H 5.766130 -3.079147 3.150505 -0.012 -0.003 0.005
H 3.667952 -3.450073 4.414164 -0.005 0.008 -0.006
C -3.687904 -1.070100 -0.336609 0.003 -0.102 0.085
Si -2.065648 -1.994603 -0.275224 -0.140 0.050 -0.098
C -1.736085 -2.744263 1.416491 0.030 0.049 -0.004
C -2.132641 -3.446366 -1.477151 0.050 0.027 0.044
Ge -0.273170 -0.577011 -1.050885 -0.057 -0.059 0.170
Si -0.773226 0.564285 -3.120343 0.041 0.053 -0.103
C -1.678498 2.184288 -3.034384 -0.055 0.044 0.075
C 0.834217 0.790961 -4.076562 0.014 -0.101 0.008
C -1.844401 -0.681883 -4.040748 -0.021 0.133 -0.057
Si 1.602092 -1.996177 -1.584883 0.154 0.060 -0.091
C 3.179703 -0.999201 -1.909753 -0.034 -0.041 0.003
C 1.124331 -2.838567 -3.208102 0.070 -0.056 0.070
C 1.877154 -3.385234 -0.343454 -0.120 -0.001 0.009
H -4.511594 -1.756562 -0.118062 0.009 0.007 -0.016
H -3.871156 -0.629511 -1.319361 0.039 -0.006 0.007
H -3.739552 -0.269630 0.402890 0.014 -0.004 -0.009
H -2.351827 -3.639583 1.538402 -0.023 0.021 -0.015
H -2.009001 -2.047222 2.208613 0.009 -0.036 -0.040
H -0.689801 -3.037356 1.531896 -0.033 -0.036 -0.030
H -2.880047 -4.147969 -1.093380 -0.016 0.023 -0.020
H -1.184687 -3.984976 -1.534340 -0.017 0.002 0.007
H -2.433415 -3.160789 -2.485755 0.031 0.033 0.005
H -1.055751 3.002106 -2.669265 0.038 -0.040 -0.015
H -2.577751 2.179716 -2.414779 0.005 -0.048 -0.003
H -1.994875 2.450455 -4.048469 0.033 -0.040 -0.016
H 1.636313 1.179703 -3.449868 -0.006 0.041 0.013
H 0.673448 1.503938 -4.889698 -0.019 0.000 0.013
H 1.179271 -0.144174 -4.521629 -0.019 0.041 0.010
H -2.830962 -0.783438 -3.583798 0.023 -0.008 0.016
H -1.397243 -1.671208 -4.138982 0.029 0.017 0.022
H -1.993443 -0.282127 -5.049512 -0.027 -0.056 0.002
H 3.396558 -1.001951 -2.980353 -0.030 0.009 0.003
H 4.038391 -1.436905 -1.397211 -0.015 -0.001 0.004
H 3.089781 0.045176 -1.603605 -0.005 -0.020 0.037
H 1.268904 -2.191390 -4.072654 -0.027 0.002 0.035
H 0.097041 -3.202034 -3.220724 0.007 -0.010 0.018
H 1.777942 -3.708448 -3.331872 0.003 0.016 -0.022
H 1.773363 -3.075066 0.695327 0.029 0.014 -0.004
H 2.873758 -3.818098 -0.464501 -0.003 0.017 -0.024
H 1.146478 -4.178395 -0.527990 0.013 0.021 0.014
N -1.381661 4.209002 1.513912 0.083 -0.034 -0.004
C -1.614562 2.787689 1.602995 0.065 -0.187 -0.187
S -0.241175 2.019993 2.566688 -0.142 -0.191 0.052
N -2.929904 2.632028 2.139123 0.197 0.289 0.332
C -3.620312 1.461165 2.428860 -0.127 -0.130 -0.163
C -3.083455 0.384613 3.139009 -0.016 0.038 0.020
C -3.875873 -0.710576 3.464063 0.033 0.008 0.006
C -5.207284 -0.767478 3.091789 -0.027 0.021 -0.024
C -5.749224 0.306473 2.392164 -0.019 -0.011 0.019
C -4.974452 1.401049 2.062801 0.064 0.017 -0.031
H -0.454823 4.385041 1.142241 -0.010 0.007 -0.004
H -2.062005 4.595478 0.850158 0.006 -0.003 0.030
H -3.521478 3.347353 1.721568 -0.099 -0.103 -0.047
H -2.065260 0.434928 3.494843 0.007 0.011 0.024
H -3.442806 -1.522720 4.037785 -0.011 0.000 0.001
H -5.817820 -1.622109 3.351926 0.006 0.003 0.001
H -6.788553 0.288101 2.088535 0.004 -0.003 0.005
H -5.389346 2.222192 1.489119 -0.008 -0.014 0.005
I -4.208142 4.081352 -0.806621 0.021 0.004 0.002
C -1.287689 2.005657 0.326059 -0.048 -0.168 -0.085
H -2.031689 1.269724 0.033336 -0.049 0.013 0.139
H -1.011983 2.657514 -0.496234 -0.083 -0.046 -0.075
```
Forces are in eV/Å.



ORCA calculation (ωB97M-V with the def2-TZVPD basis set) on a molecular structure, C28H31I2O2SSbSi2Sn.

- total energy (Ha) = -3263.2519
- 2S+1 = 1

Geometry as XYZ:
```
68
Properties=species:S:1:pos:R:3:forces:R:3
Sn 0.188145 -3.463827 -0.316249 -0.205 -0.210 -0.067
C 4.200204 -1.923323 -0.507050 -0.042 -0.042 -0.010
Si 3.379293 -0.639044 0.506449 0.125 0.082 -0.004
C 3.155108 0.962488 -0.397349 -0.072 -0.001 -0.035
C 4.021894 -0.433992 2.242477 -0.097 0.002 -0.006
C 5.362851 -0.273184 2.581800 -0.036 0.021 -0.010
C 5.740111 -0.139354 3.907185 -0.006 -0.004 0.068
C 4.779513 -0.164145 4.909264 0.082 0.022 -0.013
C 3.443814 -0.331212 4.586771 -0.058 -0.005 -0.019
C 3.048487 -0.469556 3.258407 -0.001 -0.024 -0.074
Si 1.285737 -0.751243 2.709683 0.017 0.130 0.171
C 0.399111 -2.114941 3.562178 -0.001 -0.099 -0.050
C 0.282094 0.793525 2.643443 0.015 0.059 -0.128
H 5.243028 -1.635263 -0.648950 0.117 0.067 -0.016
H 3.734974 -2.023927 -1.487046 -0.015 -0.003 -0.017
H 4.173742 -2.893191 -0.015731 0.012 -0.055 0.008
H 4.116594 1.463001 -0.516412 0.075 0.026 0.010
H 2.490329 1.636096 0.145617 -0.009 0.026 -0.004
H 2.748301 0.791075 -1.394562 -0.010 0.001 -0.018
H 6.125188 -0.257916 1.814306 0.064 -0.009 -0.082
H 6.783945 -0.024838 4.163676 0.049 0.019 0.010
H 5.076601 -0.059423 5.943149 0.018 -0.004 0.057
H 2.710694 -0.361129 5.383172 -0.058 -0.016 0.046
H -0.107207 -1.686276 4.428412 -0.070 0.070 0.085
H 1.078627 -2.897929 3.888997 -0.043 -0.031 -0.009
H -0.369959 -2.546832 2.917536 0.035 0.024 0.040
H 0.263734 1.261689 3.627548 0.023 0.045 0.106
H -0.743415 0.566429 2.361162 -0.103 -0.056 -0.037
H 0.692240 1.512708 1.933200 0.001 0.057 -0.002
O 1.784836 -1.095296 1.062420 0.331 -0.219 0.368
O 0.800362 -1.381118 0.066006 -0.226 0.255 -0.339
S -2.528406 -1.543367 1.138892 0.079 0.135 0.003
Sb -2.278467 -0.158452 -0.622063 -0.390 -0.128 -0.078
C -4.207160 0.110347 -1.466821 0.108 -0.105 0.115
C -4.636373 1.347067 -1.924609 0.125 0.152 -0.097
C -5.913083 1.492141 -2.446528 -0.048 0.001 -0.020
C -6.762911 0.399177 -2.515058 0.020 0.017 -0.013
C -6.338874 -0.837254 -2.051435 -0.070 -0.025 -0.015
C -5.067702 -0.980110 -1.520219 0.037 -0.114 0.101
C -1.165614 -0.729075 -2.319071 0.042 -0.014 0.046
C -1.798339 -1.529235 -3.264933 -0.011 0.000 -0.077
C -1.145990 -1.846183 -4.447015 -0.065 -0.007 -0.007
C 0.124895 -1.354151 -4.692751 -0.027 0.060 -0.062
C 0.757970 -0.561253 -3.749881 -0.053 0.079 0.024
C 0.120787 -0.257792 -2.557729 0.005 0.024 -0.048
C -1.781727 1.847972 -0.218741 -0.064 -0.039 0.017
C -2.367450 2.423092 0.904023 0.033 -0.027 0.065
C -2.208791 3.776784 1.151336 -0.010 0.000 0.057
C -1.471499 4.559834 0.275493 0.009 0.012 -0.011
C -0.900176 3.991288 -0.851640 0.035 0.027 -0.019
C -1.059471 2.635522 -1.105196 0.067 0.019 -0.055
H -3.980773 2.209657 -1.879687 0.006 -0.002 0.022
H -6.244140 2.460380 -2.795123 -0.014 0.044 -0.024
H -7.756959 0.511606 -2.924342 -0.051 0.008 -0.013
H -7.004336 -1.688879 -2.090416 -0.018 -0.028 -0.007
H -4.755881 -1.938255 -1.117310 0.007 0.017 -0.005
H -2.802254 -1.899800 -3.094642 -0.008 0.001 0.010
H -1.632343 -2.481965 -5.174003 -0.011 -0.015 -0.015
H 0.631971 -1.607044 -5.613173 0.023 -0.016 -0.025
H 1.759275 -0.198465 -3.933317 0.072 0.014 -0.005
H 0.632458 0.320747 -1.802985 0.009 0.037 0.008
H -2.947087 1.811776 1.586846 -0.001 -0.020 0.026
H -2.661924 4.220917 2.026722 -0.024 0.018 0.032
H -1.349363 5.616137 0.468020 0.010 0.060 0.012
H -0.335926 4.603853 -1.541707 0.021 0.015 -0.020
H -0.626478 2.207834 -1.999980 -0.013 -0.003 -0.016
I 1.712390 -3.883061 -2.667785 0.109 -0.131 0.013
I 2.100783 -4.471817 1.477347 0.147 -0.193 0.053
```
Forces are in eV/Å.